[1]
Computed, not measured: C6H17N3 in the gas phase at a distorted geometry, with the ωB97M-V functional and the def2-TZVPD basis.

Computed properties:
SMILES string: CN[C@H](C)CC(C)(N)N
Total charge: 0
Total energy: -403.05442 hartree
LUMO level: 0.984 eV
Orbital gap: 0.351 hartree
Spin multiplicity: 1

Element x y z (Å)
N  -2.695  -1.072  -0.625
N  2.139  -0.739  -0.441
N  -2.008  0.137  1.309
C  0.897  0.139  0.087
C  -1.719  -0.132  -0.080
C  1.019  0.574  1.539
C  3.289  0.050  -0.826
C  -0.200  -0.829  -0.192
C  -1.829  1.167  -0.869
H  3.748  0.621  -0.004
H  1.181  -0.291  2.181
H  1.854  1.261  1.663
H  0.094  1.052  1.854
H  -2.590  -1.992  -0.209
H  -2.589  -1.170  -1.628
H  -2.027  -0.724  1.845
H  -0.126  -1.201  -1.214
H  2.400  -1.384  0.301
H  2.983  0.756  -1.602
H  -0.194  -1.653  0.525
H  0.841  1.004  -0.576
H  -1.408  1.051  -1.865
H  -2.879  1.444  -0.967
H  4.052  -0.605  -1.254
H  -1.310  1.966  -0.348
H  -2.922  0.570  1.396

The molecule's natural (NBO) atomic charges, reported in e, are given here: number 1, N, carries -0.861; number 2, N, carries -0.637; number 3, N, carries -0.853; number 4, C, carries -0.052; number 5, C, carries 0.283; number 6, C, carries -0.645; number 7, C, carries -0.411; number 8, C, carries -0.409; number 9, C, carries -0.638; number 10, H, carries 0.159; number 11, H, carries 0.197; number 12, H, carries 0.206; number 13, H, carries 0.250; number 14, H, carries 0.353; number 15, H, carries 0.356; number 16, H, carries 0.355; number 17, H, carries 0.221; number 18, H, carries 0.343; number 19, H, carries 0.186; number 20, H, carries 0.192; number 21, H, carries 0.192; number 22, H, carries 0.210; number 23, H, carries 0.221; number 24, H, carries 0.197; number 25, H, carries 0.220; number 26, H, carries 0.364


[2]
Computed, not measured: 3 unconnected molecules or ions with the total composition C5H14N4 at a distorted geometry, with the ωB97M-V functional and the def2-TZVPD basis.

Computed properties:
Total charge: 0
Total energy: -417.70537 hartree
LUMO level (spin up / spin down): 1.054 / -0.098 eV
Orbital gap (spin up / spin down): 0.291 / 0.193 hartree
Spin multiplicity: 1

Element x y z (Å)
N  2.278  0.343  -1.054
N  -0.434  0.452  -1.705
N  -3.660  -0.679  -0.075
N  -0.799  -0.311  -0.639
C  2.063  -0.470  -0.110
C  -0.355  0.026  0.555
C  3.123  -1.365  0.475
C  -2.875  0.404  0.157
C  0.106  1.376  1.023
H  -2.737  1.100  -0.659
H  3.239  -1.161  1.543
H  -0.740  1.924  1.456
H  -3.534  -1.139  -0.966
H  -2.905  0.814  1.158
H  0.551  1.963  0.225
H  0.857  1.255  1.803
H  -0.398  -0.138  -2.527
H  3.244  0.362  -1.434
H  -3.816  -1.317  0.690
H  -0.636  -0.684  1.326
H  4.105  -1.239  -0.015
H  0.507  0.894  -1.609
H  2.816  -2.410  0.383

The molecule's natural (NBO) atomic charges, reported in e, are given here: number 1, N, carries -0.787; number 2, N, carries -0.660; number 3, N, carries -0.790; number 4, N, carries -0.234; number 5, C, carries 0.257; number 6, C, carries 0.091; number 7, C, carries -0.732; number 8, C, carries -0.166; number 9, C, carries -0.693; number 10, H, carries 0.188; number 11, H, carries 0.226; number 12, H, carries 0.212; number 13, H, carries 0.384; number 14, H, carries 0.172; number 15, H, carries 0.231; number 16, H, carries 0.229; number 17, H, carries 0.360; number 18, H, carries 0.325; number 19, H, carries 0.376; number 20, H, carries 0.190; number 21, H, carries 0.190; number 22, H, carries 0.400; number 23, H, carries 0.229


[3]
Computed, not measured: C3H7NO2 in the gas phase at a distorted geometry, with the ωB97M-V functional and the def2-TZVPD basis.

Computed properties:
SMILES string: N[C@H](C=O)CO
Total charge: 0
Total energy: -323.69782 hartree
LUMO level: 0.778 eV
Orbital gap: 0.370 hartree
Spin multiplicity: 1

Element x y z (Å)
O  0.262  0.343  1.758
O  -0.422  1.525  -1.493
N  0.859  -1.562  -0.327
C  0.266  0.691  -0.966
C  -0.766  -0.325  1.039
C  -0.285  -0.624  -0.404
H  -0.097  1.234  1.791
H  -1.619  0.351  0.969
H  1.283  -1.470  0.581
H  0.486  -2.490  -0.446
H  1.165  1.069  -0.453
H  -1.088  -1.266  1.451
H  -1.150  -0.864  -1.023

The molecule's natural (NBO) atomic charges, reported in e, are given here: number 1, O, carries -0.721; number 2, O, carries -0.525; number 3, N, carries -0.834; number 4, C, carries 0.438; number 5, C, carries -0.071; number 6, C, carries -0.187; number 7, H, carries 0.478; number 8, H, carries 0.173; number 9, H, carries 0.369; number 10, H, carries 0.363; number 11, H, carries 0.119; number 12, H, carries 0.180; number 13, H, carries 0.216


[4]
Computed, not measured: 2 unconnected molecules or ions with the total composition CH3N5 at a distorted geometry, with the ωB97M-V functional and the def2-TZVPD basis.

Computed properties:
Total charge: 0
Total energy: -313.61455 hartree
LUMO level: 0.638 eV
Orbital gap: 0.392 hartree
Spin multiplicity: 1

Element x y z (Å)
N  0.220  -1.414  0.667
N  -1.868  -0.074  0.335
N  1.460  0.873  -0.526
N  0.563  1.552  -0.674
N  2.476  0.194  -0.444
C  -0.755  -0.804  0.488
H  2.320  -0.523  0.272
H  -2.686  -0.597  0.056
H  -1.731  0.792  -0.174

The molecule's natural (NBO) atomic charges, reported in e, are given here: number 1, N, carries -0.438; number 2, N, carries -0.849; number 3, N, carries 0.268; number 4, N, carries -0.136; number 5, N, carries -0.528; number 6, C, carries 0.444; number 7, H, carries 0.402; number 8, H, carries 0.412; number 9, H, carries 0.426


[5]
Computed, not measured: 2 unconnected molecules or ions with the total composition C2H6NO2P at a distorted geometry, with the ωB97M-V functional and the def2-TZVPD basis.

Computed properties:
Total charge: 0
Total energy: -626.18660 hartree
LUMO level (spin up / spin down): 0.317 / 0.316 eV
Orbital gap (spin up / spin down): 0.298 / 0.298 hartree
Spin multiplicity: 1

Element x y z (Å)
P  1.471  0.549  0.715
O  -2.695  0.226  0.934
O  -1.769  -0.753  -1.599
N  -1.398  0.205  0.461
C  1.235  -0.191  -0.918
C  -1.249  -0.203  -0.708
H  1.668  -1.235  -0.987
H  -3.027  -0.614  1.236
H  2.258  -0.413  1.123
H  -0.567  0.516  0.975
H  2.656  1.443  0.501
H  1.417  0.471  -1.733

The molecule's natural (NBO) atomic charges, reported in e, are given here: number 1, P, carries 0.278; number 2, O, carries -0.538; number 3, O, carries -0.518; number 4, N, carries -0.389; number 5, C, carries -0.899; number 6, C, carries 0.787; number 7, H, carries 0.225; number 8, H, carries 0.481; number 9, H, carries -0.033; number 10, H, carries 0.403; number 11, H, carries -0.010; number 12, H, carries 0.212


[6]
Computed, not measured: 5 unconnected molecules or ions with the total composition H10O5, with the ωB97M-V functional and the def2-TZVPD basis.

Computed properties:
SMILES string: O.O.O.O.O
Total charge: 0
Total energy: -382.17469 hartree
LUMO level: 0.293 eV
Orbital gap: 0.430 hartree
Spin multiplicity: 1

Element x y z (Å)
O  -3.501  -1.968  3.172
O  2.196  0.285  -5.067
O  -0.498  0.974  0.235
O  -2.516  2.793  3.432
O  3.371  -2.086  -2.075
H  -2.184  2.666  2.544
H  -3.375  -1.559  4.028
H  0.099  0.871  -0.507
H  -2.035  3.552  3.762
H  -3.674  -1.236  2.579
H  2.256  -0.195  -4.241
H  3.230  -2.950  -1.686
H  2.621  -0.286  -5.708
H  3.969  -1.646  -1.471
H  0.041  0.787  1.004

The molecule's natural (NBO) atomic charges, reported in e, are given here: number 1, O, carries -0.938; number 2, O, carries -0.941; number 3, O, carries -0.940; number 4, O, carries -0.940; number 5, O, carries -0.943; number 6, H, carries 0.473; number 7, H, carries 0.468; number 8, H, carries 0.472; number 9, H, carries 0.467; number 10, H, carries 0.470; number 11, H, carries 0.473; number 12, H, carries 0.473; number 13, H, carries 0.467; number 14, H, carries 0.470; number 15, H, carries 0.467


[7]
Computed, not measured: a molecular structure, C16H38N4O2PPdS2 at a distorted geometry, with the ωB97M-V functional and the def2-TZVPD basis.

Computed properties:
Total charge: +3
Total energy: -2266.63095 hartree
LUMO level (spin up / spin down): -12.712 / -12.711 eV
Orbital gap (spin up / spin down): 0.226 / 0.226 hartree
Spin multiplicity: 1

Element x y z (Å)
Pd  0.494  -0.407  0.690
S  0.142  0.787  -1.559
S  -1.789  0.443  0.951
P  -1.640  1.482  -0.802
O  -2.816  1.241  -1.773
O  -1.615  2.981  -0.435
N  1.904  -1.637  -0.631
N  -0.302  -2.598  0.990
N  2.060  1.213  1.034
N  1.271  -0.911  2.878
C  3.205  -1.021  -0.918
C  3.885  -0.418  0.302
C  1.747  -2.210  3.368
C  1.925  -2.976  -0.039
C  -4.276  -0.606  -2.313
C  1.852  1.432  2.476
C  0.799  -3.399  3.124
C  0.493  -3.464  0.098
C  -1.395  4.228  -2.572
C  -2.063  4.192  -1.214
C  -0.482  -3.096  2.363
C  -3.234  0.822  -4.122
C  -3.568  4.294  -1.257
C  2.183  0.185  3.258
C  -3.058  0.162  -2.769
C  3.454  1.023  0.584
H  -2.167  -0.471  -2.785
H  1.650  1.994  0.528
H  0.020  -3.483  -0.886
H  2.418  -2.939  0.930
H  -2.309  1.288  -4.461
H  3.052  -0.245  -1.669
H  -1.108  -2.385  2.908
H  -4.009  4.138  -0.273
H  -0.318  4.069  -2.496
H  -5.150  0.045  -2.289
H  0.806  1.706  2.633
H  0.355  -0.732  3.286
H  3.867  -1.775  -1.356
H  -4.139  -1.021  -1.313
H  3.608  1.614  -0.318
H  1.353  -4.197  2.629
H  2.471  2.260  2.835
H  2.107  0.400  4.327
H  4.119  1.420  1.357
H  -1.232  -2.456  0.602
H  -4.023  1.573  -4.072
H  0.491  -3.804  4.086
H  -3.528  0.072  -4.855
H  4.957  -0.382  0.103
H  -4.483  -1.419  -3.006
H  1.918  -2.126  4.446
H  1.376  -1.683  -1.499
H  -1.662  4.990  -0.591
H  -1.550  5.209  -3.018
H  3.746  -1.050  1.181
H  -4.005  3.586  -1.958
H  0.512  -4.487  0.480
H  3.207  -0.130  3.060
H  -1.841  3.491  -3.242
H  2.478  -3.682  -0.668
H  -3.836  5.296  -1.593
H  2.728  -2.398  2.931
H  -1.055  -4.028  2.311

The molecule's natural (NBO) atomic charges, reported in e, are given here: number 1, Pd, carries 0.949; number 2, S, carries -0.252; number 3, S, carries -0.281; number 4, P, carries 1.834; number 5, O, carries -0.837; number 6, O, carries -0.846; number 7, N, carries -0.574; number 8, N, carries -0.526; number 9, N, carries -0.492; number 10, N, carries -0.571; number 11, C, carries -0.244; number 12, C, carries -0.430; number 13, C, carries -0.240; number 14, C, carries -0.252; number 15, C, carries -0.640; number 16, C, carries -0.258; number 17, C, carries -0.448; number 18, C, carries -0.261; number 19, C, carries -0.657; number 20, C, carries 0.130; number 21, C, carries -0.244; number 22, C, carries -0.639; number 23, C, carries -0.650; number 24, C, carries -0.255; number 25, C, carries 0.127; number 26, C, carries -0.254; number 27, H, carries 0.180; number 28, H, carries 0.435; number 29, H, carries 0.236; number 30, H, carries 0.215; number 31, H, carries 0.220; number 32, H, carries 0.228; number 33, H, carries 0.223; number 34, H, carries 0.239; number 35, H, carries 0.218; number 36, H, carries 0.245; number 37, H, carries 0.236; number 38, H, carries 0.404; number 39, H, carries 0.249; number 40, H, carries 0.210; number 41, H, carries 0.245; number 42, H, carries 0.237; number 43, H, carries 0.264; number 44, H, carries 0.260; number 45, H, carries 0.253; number 46, H, carries 0.429; number 47, H, carries 0.239; number 48, H, carries 0.276; number 49, H, carries 0.258; number 50, H, carries 0.281; number 51, H, carries 0.253; number 52, H, carries 0.250; number 53, H, carries 0.415; number 54, H, carries 0.223; number 55, H, carries 0.272; number 56, H, carries 0.206; number 57, H, carries 0.220; number 58, H, carries 0.257; number 59, H, carries 0.225; number 60, H, carries 0.214; number 61, H, carries 0.253; number 62, H, carries 0.264; number 63, H, carries 0.213; number 64, H, carries 0.262


How do the records compare in energy above the lowest of the compared OMol25 structures with the same formula, charge and spin? In the order shown, they have 0.537; 6.072; 2.263; 1.208; 6.362; 1.347; 1.454 eV.